# 1
A single C8H19PS molecule in a non-equilibrium geometry, computed with ωB97M-V/def2-TZVPD.

```
29
Properties=species:S:1:pos:R:3:forces:R:3:lowdin_charge:R:1
C -1.419171 -0.526806 -2.616844 -0.740 -2.132 1.884 -0.172
C 0.234478 -2.962577 -0.435995 -1.713 -0.349 4.091 -0.156
C -0.815599 1.068689 2.015725 0.799 -3.311 -0.047 -0.077
C 1.606176 1.182152 1.636025 3.727 0.218 2.209 -0.169
C 0.181222 2.382846 0.082572 -1.518 -0.534 -1.246 -0.139
C -1.448016 -0.046265 -1.160015 0.923 -2.583 0.309 -0.293
C 0.940123 -1.852297 0.363711 -0.354 -0.335 0.055 -0.391
C 0.322034 1.059249 0.955192 -1.751 1.651 -0.815 -0.735
P 0.329524 -0.270692 -0.351550 0.164 1.285 -0.340 0.539
S 1.597117 0.216609 -1.751490 0.661 -0.244 -0.429 0.293
H -2.066526 -0.123725 -3.344625 -1.617 0.691 -0.165 0.055
H -0.504362 -0.223046 -2.982009 2.354 -0.057 -0.959 -0.043
H -1.554748 -1.649076 -2.586524 0.436 1.184 -0.486 0.090
H -0.918380 -2.735507 -0.444830 2.187 -1.076 0.003 0.099
H 0.651285 -2.846393 -1.345033 0.859 -0.286 -3.561 0.006
H 0.569905 -3.933941 0.056879 -1.065 0.939 -0.976 0.100
H -1.732710 0.890027 1.454977 -0.426 0.461 0.476 0.054
H -0.635760 0.066815 2.636431 -0.555 2.241 -0.790 0.117
H -0.823154 1.956219 2.672336 0.008 -0.464 -0.475 0.089
H 2.459209 1.074637 0.915997 -0.625 0.843 0.415 0.073
H 1.966960 0.432062 2.439363 -1.410 0.674 -1.048 0.105
H 1.598663 2.198493 2.196634 0.450 -1.565 -1.040 0.114
H 0.707829 2.375947 -0.903934 -0.327 -0.277 1.001 0.027
H -0.895870 2.651667 -0.145987 1.030 -0.486 0.366 0.088
H 0.557367 3.210277 0.614583 0.535 0.960 0.917 0.051
H -2.140812 -0.675702 -0.580219 -0.139 0.791 0.031 0.075
H -1.564725 1.001348 -1.077298 -0.444 0.908 0.362 0.036
H 2.053141 -1.963154 0.267867 -1.046 0.630 -0.277 0.099
H 0.744799 -1.957855 1.418062 -0.403 0.220 0.534 0.064
```
Forces are in eV/Å.

Properties
Orbital gap (eV): 8.79
HOMO level (Ha): -0.2987
DFT total energy (eV): -28727.237
Net charge: 0
LUMO energy (eV): 0.662
Multiplicity: 1

# 2
12 unconnected molecules or ions with the total composition C8H20B2O26, computed with ωB97M-V/def2-TZVPD.

```
56
Properties=species:S:1:pos:R:3:forces:R:3:lowdin_charge:R:1
O -0.347467 -3.678749 1.385392 0.051 -0.077 0.034 0.147
C -1.006355 -3.388927 0.430825 -0.158 0.022 0.153 -0.396
O -2.302420 -3.113164 0.414880 0.162 0.008 -0.027 0.222
B -2.711290 -2.752907 -0.959868 -0.466 -0.135 0.006 -0.881
O -1.530096 -2.964864 -1.790064 0.214 0.125 0.069 0.245
C -0.497278 -3.297923 -1.024294 -0.213 0.100 -0.282 -0.377
O 0.618829 -3.506014 -1.402634 0.127 0.034 0.092 0.155
O -3.243309 -1.374492 -0.997548 0.188 0.012 0.138 0.224
C -4.547925 -1.397680 -1.190016 -0.250 0.028 -0.309 -0.395
O -5.294912 -0.463400 -1.191831 0.033 0.061 0.045 0.148
C -4.947532 -2.861881 -1.500192 0.313 -0.277 -0.118 -0.397
O -3.846214 -3.592512 -1.421893 0.081 0.040 0.206 0.220
O -6.031281 -3.269290 -1.807648 -0.175 0.116 0.060 0.127
O 3.534776 -1.103814 -0.140418 0.112 -0.109 -0.034 0.135
C 2.477897 -0.651782 -0.485366 -0.038 -0.102 -0.136 -0.362
O 1.643678 0.017647 0.273140 0.023 0.120 0.134 0.248
B 0.463263 0.431940 -0.517169 -0.093 -0.197 0.337 -0.860
O 0.655769 -0.175964 -1.820315 0.016 0.290 -0.355 0.265
C 1.846490 -0.747237 -1.895451 -0.262 -0.550 0.262 -0.373
O 2.320565 -1.287360 -2.852937 0.296 0.341 -0.008 0.145
O 0.397311 1.921307 -0.569227 0.090 -0.146 -0.037 0.238
C -0.605368 2.330585 0.163417 -0.047 0.306 0.061 -0.340
O -0.885829 3.476894 0.411032 0.045 -0.059 -0.069 0.114
C -1.370234 1.088937 0.663126 -0.249 -0.052 -0.278 -0.346
O -0.791786 0.036041 0.146300 0.345 -0.142 0.067 0.270
O -2.339384 1.111309 1.371395 0.022 0.065 -0.015 0.137
O 5.379603 -2.232286 -2.997845 0.151 0.019 -0.039 -0.068
H 4.903584 -2.690091 -2.297571 -0.046 -0.004 0.015 0.022
H 4.796848 -1.495621 -3.208258 -0.139 -0.054 0.033 0.014
O 5.281873 -3.347068 0.797750 0.063 -0.064 0.039 -0.070
H 4.678295 -3.665562 1.474879 -0.047 -0.021 -0.020 0.032
H 4.765302 -2.676226 0.334238 -0.052 0.158 -0.014 -0.011
O 4.193351 0.994664 1.974997 0.010 0.051 0.123 -0.062
H 5.065465 0.591762 1.959264 0.004 -0.047 -0.071 0.027
H 3.607187 0.286615 1.676738 0.006 0.075 -0.035 0.006
O -3.223638 5.101146 0.757632 0.024 0.040 -0.079 -0.071
H -2.788710 5.930104 0.972279 0.019 0.010 0.003 0.020
H -2.498397 4.515502 0.483339 -0.132 -0.026 0.182 -0.006
O -2.197491 -0.934771 3.229770 -0.149 0.132 -0.090 -0.046
H -2.562923 -0.570997 2.407786 0.084 -0.004 0.084 0.023
H -2.853967 -1.559221 3.545537 0.072 -0.094 -0.004 0.050
O 0.951977 4.846461 2.407327 -0.102 0.165 0.122 -0.062
H 1.047519 3.978348 2.809173 0.070 -0.056 -0.058 0.027
H 0.160584 4.765913 1.860649 0.096 -0.146 -0.105 0.005
O -5.196166 1.681148 1.994017 -0.003 0.099 0.151 -0.064
H -4.266737 1.687168 1.728794 0.005 -0.134 -0.074 -0.005
H -5.344798 2.570933 2.324800 0.005 0.045 -0.047 0.022
O 1.894293 0.517581 -5.052170 0.184 0.052 -0.046 -0.062
H 2.572476 1.181630 -5.201406 -0.003 0.061 0.070 0.024
H 2.235548 -0.027369 -4.325322 -0.259 -0.098 -0.152 -0.008
O 2.939519 2.583250 -2.111374 0.127 -0.142 -0.009 -0.042
H 2.155152 2.047520 -1.949907 -0.137 0.243 -0.130 0.006
H 3.130466 2.958120 -1.245681 0.010 -0.005 0.045 0.043
O 0.153684 0.502485 4.057992 0.056 0.248 -0.072 -0.064
H -0.690156 0.231406 3.664682 -0.067 -0.340 0.158 -0.012
H 0.050335 1.440782 4.235260 -0.018 0.014 0.023 0.017
```
Forces are in eV/Å.

Properties
Orbital gap (eV): 9.44
HOMO level (Ha): -0.1934
DFT total energy (eV): -63224.871
Net charge: -2
LUMO energy (eV): 4.176
Multiplicity: 1

# 3
A molecular structure, C8H20BeClN4O4 in a non-equilibrium geometry, computed with ωB97M-V/def2-TZVPD.

```
38
Properties=species:S:1:pos:R:3:forces:R:3:lowdin_charge:R:1
Be -1.957484 1.675929 -0.224121 2.914 -2.896 0.294 1.104
Cl 0.571235 0.374628 -0.815254 -1.919 0.924 0.236 -0.099
O -3.180414 -0.628552 -0.484623 -0.435 0.884 0.167 -0.047
C -2.967307 -1.730771 -1.014612 0.190 -0.374 0.634 -0.531
N -1.998334 -1.872170 -1.905453 0.232 -0.921 -0.576 0.182
C -3.796252 -3.025270 -0.669633 -0.203 2.020 -0.857 0.030
H -1.396218 -1.110136 -2.182678 0.049 0.048 0.302 0.058
H -1.768161 -2.802791 -2.223358 0.009 0.255 -0.115 0.123
H -4.798130 -2.649070 -0.462712 0.044 -0.092 0.423 0.083
H -3.421472 -3.606656 0.172760 0.165 0.119 -0.277 0.087
H -3.928169 -3.571792 -1.603454 0.402 -0.442 0.241 0.080
O -0.858252 3.625567 -1.447030 -1.026 -0.751 0.714 -0.056
C 0.182369 3.998872 -2.010160 1.390 -0.433 -0.628 -0.529
N 1.411225 3.439207 -1.862376 -1.231 0.953 -0.052 0.175
C 0.160291 5.099253 -3.060960 -0.138 0.654 -0.649 -0.001
H 1.582816 2.639682 -1.269571 -0.132 -0.103 0.035 0.023
H 2.163732 3.917367 -2.336934 0.031 -0.387 0.194 0.119
H -0.817551 5.533811 -3.268520 -0.079 -0.367 0.387 0.089
H 0.552660 4.763485 -4.020856 -0.222 -0.709 -0.007 0.090
H 0.828299 5.949087 -2.920794 0.077 -0.049 0.925 0.090
O -1.926593 0.366681 1.759959 -1.468 2.806 -1.286 -0.063
C -1.691857 -0.561321 2.524477 2.223 -1.763 -0.804 -0.554
N -0.499485 -1.185031 2.351445 -0.998 -0.337 0.409 0.201
C -2.594461 -1.064635 3.610753 -0.721 1.310 -0.265 0.017
H 0.056499 -0.918375 1.551515 0.321 0.141 0.032 0.039
H -0.283493 -2.059669 2.808012 0.050 0.296 0.075 0.122
H -3.531011 -0.512243 3.534405 -0.031 -0.024 -0.107 0.088
H -2.156479 -0.715427 4.545809 0.056 -0.686 0.241 0.100
H -2.854945 -2.120296 3.534343 0.568 0.017 0.260 0.094
O 2.780378 -0.920708 1.729406 1.069 -0.168 -0.867 -0.021
C 3.743960 -1.098960 0.959354 -1.203 -0.106 3.650 -0.625
N 3.651328 -1.025887 -0.327842 0.744 0.430 -3.170 0.166
C 5.084495 -1.530136 1.507718 0.206 -0.566 0.825 -0.011
H 4.552996 -1.010556 -0.782653 -0.435 -0.061 -0.523 0.115
H 2.844698 -0.640404 -0.797783 -0.039 -0.039 0.193 0.014
H 4.761505 -2.129117 2.359186 0.537 0.177 0.307 0.085
H 5.751124 -0.726928 1.821658 -0.498 0.307 0.253 0.086
H 5.746456 -2.166668 0.920575 -0.500 -0.065 -0.612 0.077
```
Forces are in eV/Å.

Properties
Orbital gap (eV): 4.98
HOMO level (Ha): -0.4247
DFT total energy (eV): -35688.747
Net charge: +1
LUMO energy (eV): -6.575
Multiplicity: 1